Below is a structure of composition C35H73FHfN5O9S2 in a non-equilibrium geometry, with properties calculated with ωB97M-V/def2-TZVPD.

Values from the calculation:
- total charge = +2
- energy (Ha) = -3271.9357
- multiplicity = 2
- lowest unoccupied orbital energy (alpha / beta) (eV) = -7.19 / -7.27
- HOMO level (alpha / beta) (hartree) = -0.444 / -0.444

Geometry (Å):
1 Hf 0.085 -0.688 -1.271
2 C 4.137 2.592 -2.924
3 C 4.461 1.338 -2.050
4 C 5.947 1.316 -1.636
5 C 6.167 2.176 -0.348
6 C 5.251 1.746 0.825
7 C 3.715 1.822 0.419
8 N 3.534 1.140 -0.887
9 O 2.245 0.706 -1.190
10 C 3.258 3.311 0.456
11 C 3.047 1.079 1.644
12 C 4.342 0.249 -3.120
13 H 3.109 2.564 -3.285
14 H 4.707 2.617 -3.853
15 H 4.348 3.512 -2.380
16 H 6.668 1.722 -2.346
17 H 6.212 0.282 -1.417
18 H 6.033 3.218 -0.641
19 H 7.189 2.032 0.003
20 H 5.406 2.462 1.632
21 H 5.529 0.773 1.227
22 H 3.196 3.725 1.463
23 H 2.194 3.225 0.236
24 H 3.737 4.056 -0.180
25 H 1.985 0.993 1.415
26 H 3.288 1.398 2.658
27 H 3.371 0.038 1.610
28 H 5.008 0.572 -3.919
29 H 3.447 0.319 -3.738
30 H 4.490 -0.793 -2.836
31 C -1.994 -3.392 -3.668
32 C -3.316 -2.722 -3.313
33 C -4.170 -3.871 -2.698
34 C -5.411 -3.378 -2.058
35 C -5.043 -2.281 -0.983
36 C -4.156 -1.031 -1.542
37 N -3.019 -1.625 -2.261
38 O -1.976 -0.643 -2.676
39 C -3.707 -0.257 -0.326
40 C -5.169 -0.121 -2.228
41 C -3.930 -2.187 -4.622
42 H -2.210 -4.298 -4.236
43 H -1.544 -3.738 -2.737
44 H -1.215 -2.837 -4.191
45 H -3.641 -4.425 -1.922
46 H -4.497 -4.660 -3.375
47 H -6.105 -4.166 -1.766
48 H -5.807 -2.856 -2.929
49 H -4.435 -2.842 -0.274
50 H -5.891 -2.009 -0.355
51 H -4.438 0.313 0.248
52 H -3.071 0.567 -0.648
53 H -3.220 -0.878 0.426
54 H -4.683 0.624 -2.858
55 H -5.740 0.384 -1.449
56 H -5.922 -0.550 -2.890
57 H -3.937 -2.882 -5.462
58 H -3.316 -1.341 -4.931
59 H -4.904 -1.724 -4.468
60 F -0.488 -0.012 0.854
61 C -1.955 3.324 -2.422
62 C -0.666 2.609 -2.048
63 O -0.652 1.499 -1.451
64 N 0.551 3.134 -2.275
65 C 0.685 4.354 -3.044
66 H -1.797 3.713 -3.428
67 H -2.108 4.154 -1.731
68 H -2.829 2.674 -2.394
69 H 1.447 2.679 -2.180
70 H 1.708 4.474 -3.400
71 H 0.332 5.236 -2.509
72 H 0.196 4.230 -4.010
73 C -1.868 -4.706 0.271
74 C -1.307 -3.288 0.591
75 O -0.999 -2.511 -0.306
76 N -1.327 -2.782 1.808
77 C -1.551 -3.481 3.013
78 H -1.323 -5.462 0.836
79 H -1.717 -5.010 -0.765
80 H -2.938 -4.661 0.474
81 H -1.110 -1.796 1.850
82 H -0.582 -3.510 3.510
83 H -1.865 -4.511 2.844
84 H -2.371 -3.135 3.643
85 C -2.183 2.693 1.628
86 C -2.562 4.157 1.717
87 O -2.669 4.765 0.658
88 N -2.696 4.754 2.857
89 C -3.228 6.118 3.077
90 H -1.217 2.673 1.124
91 H -3.014 2.223 1.102
92 H -2.133 2.166 2.581
93 H -2.409 4.255 3.687
94 H -4.240 6.084 2.675
95 H -2.691 6.735 2.356
96 H -3.142 6.571 4.065
97 C 3.331 -4.828 -0.796
98 C 4.162 -3.516 -0.781
99 C 4.081 -2.735 0.578
100 S 2.270 -2.909 0.939
101 O 1.655 -1.849 0.138
102 O 2.030 -2.935 2.380
103 C 2.142 -4.555 0.124
104 H 3.940 -5.689 -0.522
105 H 2.882 -5.035 -1.767
106 H 3.755 -2.936 -1.609
107 H 5.214 -3.779 -0.891
108 H 4.287 -1.675 0.727
109 H 4.689 -3.235 1.333
110 H 1.218 -4.741 -0.423
111 H 2.138 -5.309 0.911
112 C 0.216 0.012 6.010
113 C 0.822 0.179 4.594
114 C -0.103 1.209 3.924
115 S -0.552 2.439 5.294
116 O -1.843 2.989 4.919
117 O 0.603 3.361 5.357
118 C -0.652 1.161 6.636
119 H 1.048 -0.142 6.697
120 H -0.298 -0.948 5.956
121 H 0.875 -0.802 4.121
122 H 1.826 0.593 4.678
123 H -0.975 0.653 3.579
124 H 0.373 1.568 3.012
125 H -1.714 0.918 6.611
126 H -0.338 1.453 7.638